Formula: C46H48N2P2PdSi2
Source: OMol25
Level of theory: ωB97M-V/def2-TZVPD

Properties
* relative energy (zero: lowest compared OMol25 entry of this formula, charge and spin): 33.9 kJ/mol
* gap between HOMO and LUMO (spin up / spin down): 4.866 / 4.989 eV

```
! RIJCOSX wB97M-V def2-TZVPD def2/J DEFGRID3
* xyz -2 3
Pd 0.030 -0.176 -0.824
P -0.658 -1.451 1.415
P 2.691 -0.726 0.969
Si -2.687 -2.498 -0.690
Si 3.300 0.112 -2.026
N -1.444 -1.536 0.050
N 3.437 -0.559 -0.399
C -2.359 0.693 2.012
C -1.377 5.121 -4.326
C -5.240 3.466 -0.827
C -1.608 1.958 -2.328
C -0.654 -3.087 2.033
C 0.551 3.431 -5.495
C 0.043 -4.079 1.301
C 5.692 -2.975 2.294
C -1.633 -4.762 3.411
C -1.595 -3.411 2.990
C -2.083 0.253 4.834
C -5.806 4.294 -3.063
C -4.131 -2.723 0.393
C -0.849 -5.791 2.800
C 0.990 -0.841 0.930
C -4.505 3.927 -3.437
C -1.270 -0.410 3.879
C 4.849 -2.287 1.438
C -3.175 1.349 2.930
C -1.047 0.990 -1.773
C 4.455 1.372 1.848
C -6.168 4.097 -1.687
C 2.798 1.938 3.950
C -3.482 3.526 -2.524
C 3.910 2.776 3.697
C -1.336 3.706 -3.935
C 2.350 -1.134 -3.116
C 2.428 0.949 3.089
C 5.156 0.049 -2.583
C 3.515 -2.055 1.811
C -0.016 -5.424 1.754
C -2.062 -4.313 -1.050
C -3.158 -1.894 -2.434
C -0.305 2.914 -4.499
C -2.988 1.139 4.340
C -2.112 3.148 -2.839
C 3.247 0.662 1.987
C -3.885 3.311 -1.194
C 0.444 4.788 -5.841
C -1.451 -0.227 2.515
C 3.895 -3.241 3.849
C -0.399 5.661 -5.234
C 5.232 -3.445 3.579
C 2.574 1.851 -2.035
C 3.010 -2.497 3.018
C 4.752 2.493 2.641
H -1.917 0.132 5.866
H -3.866 -3.543 1.077
H 3.467 2.476 -2.208
H 3.024 -1.422 -3.944
H -2.967 -0.829 -2.465
H -4.220 -2.088 -2.737
H 2.085 2.195 -1.087
H -5.635 3.220 0.167
H -2.158 -4.958 -0.132
H 0.641 -3.765 0.464
H 5.122 0.967 1.069
H 1.702 -1.855 -2.611
H -3.493 1.919 4.986
H 5.905 0.529 -1.874
H -0.340 6.682 -5.425
H 3.552 -3.675 4.780
H 1.958 -2.272 3.240
H 5.204 -1.895 0.450
H -3.945 2.084 2.703
H -0.148 1.887 -4.090
H 5.292 0.544 -3.556
H 1.792 2.086 -2.799
H -2.428 -2.242 -3.104
H 1.454 0.431 3.203
H 5.326 -1.025 -2.489
H 1.593 -0.527 -3.728
H -0.838 -6.868 3.122
H -6.403 4.875 -3.760
H -2.362 0.883 0.943
H -2.127 5.697 -3.786
H 1.025 5.159 -6.750
H 0.591 -6.213 1.318
H 5.910 -4.023 4.164
H -7.065 4.574 -1.251
H 3.923 3.711 4.299
H 1.416 2.819 -5.862
H 5.669 3.164 2.573
H -5.055 -3.001 -0.122
H -2.213 -4.947 4.287
H -2.322 -2.731 3.384
H -4.349 -1.845 1.076
H -0.502 -1.133 4.234
H 6.702 -3.171 2.055
H -4.365 3.750 -4.501
H -1.014 -4.410 -1.365
H -3.075 2.940 -0.555
H 2.306 2.125 4.876
H -2.721 -4.847 -1.732
*
```

Formula: CH2N2O3S
Source: OMol25
Level of theory: ωB97M-V/def2-TZVPD

Properties
* relative energy (zero: lowest compared OMol25 entry of this formula, charge and spin): 354.9 kJ/mol
* gap between HOMO and LUMO (spin up / spin down): 8.904 / 8.905 eV

```
! RIJCOSX wB97M-V def2-TZVPD def2/J DEFGRID3
* xyz 0 1
S -1.511 -0.274 2.361
O -0.550 -1.202 2.886
O -2.299 0.528 3.216
O -2.384 -0.913 1.180
N -0.390 0.616 0.540
N -1.580 -1.289 0.103
C -0.656 -0.463 -0.161
H 0.561 0.676 0.879
H -0.229 -0.900 -1.018
*
```

Formula: C2H5N5O
Source: OMol25
Level of theory: ωB97M-V/def2-TZVPD

Properties
* relative energy (zero: lowest compared OMol25 entry of this formula, charge and spin): 293.6 kJ/mol
* gap between HOMO and LUMO: 9.106 eV
* SMILES string: [H]/N=c1\oc(N)nn1N

```
! RIJCOSX wB97M-V def2-TZVPD def2/J DEFGRID3
* xyz 0 1
O 0.517 1.227 -0.220
N -0.959 -0.438 -0.532
N 2.372 0.030 0.033
N -1.821 1.717 0.084
N 0.299 -0.970 -0.124
N -1.843 -1.297 0.107
C -0.849 0.962 -0.151
C 1.079 0.023 -0.006
H 2.972 0.683 0.377
H -2.041 -2.235 -0.410
H 3.062 -0.886 -0.305
H -1.468 -1.405 1.139
H -1.320 2.589 0.009
*
```

Formula: C6H12N3O3P
Source: OMol25
Level of theory: ωB97M-V/def2-TZVPD

Properties
* relative energy (zero: lowest compared OMol25 entry of this formula, charge and spin): 29.8 kJ/mol
* gap between HOMO and LUMO: 6.017 eV
* SMILES string: CN(C)C(C#N)(N(C)C)P(=O)([O-])[O-]

```
! RIJCOSX wB97M-V def2-TZVPD def2/J DEFGRID3
* xyz -2 1
P -1.990 0.324 0.373
O -2.208 1.819 0.561
O -2.323 -0.508 1.668
O -2.650 -0.161 -0.948
N -0.912 -2.497 -1.133
N 0.788 -0.394 1.127
N 0.728 0.556 -1.052
C -0.067 -0.175 -0.081
C 0.748 0.883 1.964
C -0.081 1.496 -1.820
C -0.586 -1.521 -0.665
C 0.341 -1.450 2.046
C 1.369 -0.373 -2.096
H 0.758 -1.327 3.083
H 0.720 -0.441 -3.052
H -0.732 -1.396 2.186
H 0.924 1.619 1.224
H -0.524 2.345 -1.280
H 1.543 -1.364 -1.631
H 1.723 0.729 2.494
H 0.563 -2.417 1.668
H 0.640 1.937 -2.547
H -0.132 1.029 2.663
H -0.981 1.208 -2.294
H 2.339 0.078 -2.459
*
```

Formula: C34H56N3OP2SSr
Source: OMol25
Level of theory: ωB97M-V/def2-TZVPD

Properties
* relative energy (zero: lowest compared OMol25 entry of this formula, charge and spin): 337.9 kJ/mol
* gap between HOMO and LUMO (spin up / spin down): 2.977 / 2.933 eV

```
! RIJCOSX wB97M-V def2-TZVPD def2/J DEFGRID3
* xyz 1 1
Sr 0.782 0.130 0.120
S 2.653 -0.119 2.358
P 0.322 -3.224 -1.038
P -0.530 3.070 0.039
O -1.495 0.905 3.608
N 1.408 0.716 4.557
N -1.162 0.321 -1.594
N 1.562 -2.028 -1.042
C 1.824 -0.998 -3.391
C 2.524 -4.589 -2.040
C -3.073 3.084 1.165
C 0.395 -4.883 -3.357
C -1.473 -4.418 0.672
C -1.867 1.418 -1.971
C 0.666 -6.068 -1.264
C -0.981 0.696 2.595
C 1.395 4.137 -1.851
C -2.894 1.332 -2.914
C -1.869 4.033 1.006
C -1.314 4.381 2.400
C -3.245 0.096 -3.448
C -0.601 -2.163 1.409
C -1.449 2.834 -1.549
C 3.327 -1.047 -3.111
C -2.528 -1.024 -3.046
C 0.993 -4.720 -1.937
C 1.375 0.451 -3.567
C 1.011 4.218 -0.368
C 1.028 -1.587 -2.226
C -0.228 -3.500 0.706
C 0.939 -4.136 1.487
C 2.411 0.967 3.649
C 1.145 1.515 5.637
C 1.922 2.635 5.850
C 0.802 5.704 -0.054
C 2.963 2.931 4.964
C -0.359 -1.969 -2.315
C -2.363 5.314 0.318
C -1.423 -0.868 -2.208
C 2.166 3.689 0.511
C 3.210 2.102 3.873
C 1.512 -1.772 -4.671
H 0.514 5.901 0.985
H 1.120 -6.185 -0.276
H 0.874 -0.147 4.436
H -1.597 6.092 0.262
H -1.190 -2.393 2.307
H 1.884 -2.799 -4.609
H -1.222 -5.442 0.378
H -0.421 5.017 2.357
H 1.508 3.110 -2.221
H 1.762 6.223 -0.216
H 3.040 4.346 0.387
H 3.674 -2.081 -3.034
H 3.564 -0.534 -2.175
H 2.020 -1.293 -5.518
H 2.366 4.638 -1.987
H 2.820 -3.665 -2.544
H -2.758 5.142 -0.690
H 2.913 -5.428 -2.633
H -2.760 -2.015 -3.431
H -2.228 -4.037 -0.028
H -2.806 2.168 1.704
H -2.089 4.937 2.951
H -1.929 -4.461 1.668
H 0.080 6.175 -0.732
H 0.999 -5.635 -3.884
H 1.807 -3.465 1.523
H -0.639 -5.244 -3.313
H 0.606 -4.322 2.519
H -3.375 2.252 -3.252
H 2.493 2.672 0.235
H -3.850 3.608 1.745
H 1.089 -6.860 -1.899
H 2.989 -4.608 -1.050
H -1.070 3.484 2.984
H 3.866 -0.562 -3.937
H 1.721 3.267 6.712
H -0.411 -6.250 -1.198
H 1.267 -5.095 1.073
H -0.848 3.263 -2.375
H 0.437 -1.791 -4.892
H 0.289 0.529 -3.691
H 0.306 -1.653 1.789
H 0.675 4.664 -2.491
H 0.418 -3.977 -3.969
H -3.188 5.722 0.922
H -4.053 0.005 -4.178
H 3.591 3.805 5.126
H 1.851 0.878 -4.458
H -2.366 3.446 -1.538
H 4.015 2.277 3.169
H -3.515 2.811 0.197
H 1.673 1.070 -2.710
H 0.320 1.203 6.273
H 1.906 3.679 1.579
H -1.235 -1.515 0.777
H -0.684 -2.580 -3.171
*
```

Formula: C26H48Cl3CuN4O4Si
Source: OMol25
Level of theory: ωB97M-V/def2-TZVPD

Properties
* relative energy (zero: lowest compared OMol25 entry of this formula, charge and spin): 247.6 kJ/mol
* gap between HOMO and LUMO (spin up / spin down): 7.294 / 6.687 eV

```
! RIJCOSX wB97M-V def2-TZVPD def2/J DEFGRID3
* xyz -1 2
Cu 2.676 -0.468 -0.981
Cl 4.066 -2.346 -1.084
Cl 3.602 1.477 -1.178
Cl 1.116 -1.446 0.376
Si -0.377 0.279 -2.529
O -2.615 -1.313 1.484
O 0.812 1.649 0.501
O -0.827 -0.382 4.621
O 1.139 -0.498 -2.921
N -2.300 0.376 6.206
N -0.007 0.213 6.673
N -1.414 -3.246 1.828
N -0.128 3.707 0.845
C 1.332 0.113 6.160
C -1.455 3.119 0.731
C 1.466 0.447 -5.170
C -1.560 0.497 8.493
C 1.669 2.458 -6.505
C 2.987 -2.791 -3.550
C 0.935 2.845 0.781
C 2.460 -3.672 -6.265
C 0.075 5.129 0.580
C -1.217 -0.460 -1.050
C -0.569 -4.036 2.709
C -1.034 0.051 5.771
C 0.364 0.073 -5.925
C -3.347 0.499 5.229
C -1.918 -2.040 2.204
C 2.125 -2.313 -5.780
C -0.148 0.913 -6.918
C 0.498 2.121 -7.204
C 0.012 2.133 -2.466
C -2.581 0.959 7.483
C 2.319 -1.893 -4.517
C -0.156 0.759 8.000
C 1.995 -0.456 -4.082
C -1.731 -0.091 -3.834
C -1.549 -3.708 0.463
C 2.133 1.635 -5.471
H 0.815 2.266 -1.730
H 1.975 -4.469 -5.680
H 2.982 -0.077 -3.767
H -0.829 5.684 0.861
H -1.625 -1.762 3.247
H 2.096 -3.738 -7.294
H 4.060 -2.897 -3.790
H -3.212 -0.264 4.462
H -1.709 1.025 9.439
H 0.033 1.853 8.026
H -3.340 1.498 4.760
H 0.960 5.475 1.140
H 0.487 -3.716 2.675
H 0.092 2.768 -7.993
H 2.532 -3.796 -3.567
H -0.075 -0.913 -5.780
H 1.837 -1.619 -6.561
H -1.965 -1.242 -1.246
H -1.677 -0.576 8.692
H -1.684 0.304 -0.417
H -1.582 2.370 1.532
H -2.567 2.062 7.420
H 3.041 1.835 -4.901
H -2.465 -3.286 0.039
H 2.235 3.362 -6.763
H -0.844 2.740 -2.140
H -1.033 0.590 -7.476
H -0.943 -3.935 3.735
H 0.577 0.263 8.657
H -0.425 -0.963 -0.396
H -4.322 0.358 5.714
H -0.679 -3.390 -0.136
H 1.679 1.080 5.755
H -3.591 0.651 7.790
H -1.730 -1.172 -4.067
H -1.729 0.483 -4.777
H 1.356 -0.644 5.369
H 0.368 2.562 -3.414
H -1.587 -4.806 0.472
H -2.683 0.123 -3.318
H 1.995 -0.157 6.986
H 2.977 -2.405 -2.466
H 1.914 3.332 0.998
H 0.267 5.313 -0.495
H -2.199 3.919 0.789
H 3.545 -3.867 -6.278
H -0.625 -5.091 2.404
H -1.555 2.576 -0.219
*
```

Formula: C6H2Cl6
Source: OMol25
Level of theory: ωB97M-V/def2-TZVPD

Properties
* relative energy (zero: lowest compared OMol25 entry of this formula, charge and spin): 143.6 kJ/mol
* gap between HOMO and LUMO: 8.941 eV
* SMILES string: C#C/C(Cl)=C(/Cl)C(Cl)=C(Cl)Cl.Cl

```
! RIJCOSX wB97M-V def2-TZVPD def2/J DEFGRID3
* xyz 0 1
Cl 0.077 -0.077 1.557
Cl 2.546 -1.638 -0.688
Cl -0.258 0.720 -2.565
Cl -0.884 -2.565 -1.176
Cl -3.976 -1.789 -0.480
Cl 1.632 1.688 -0.544
C -2.630 -0.687 -0.306
C -0.261 -0.192 -0.133
C -1.368 -1.067 -0.635
C -2.967 1.782 0.261
C -2.982 0.601 0.137
C 0.375 0.602 -1.020
H -3.111 2.688 0.750
H 1.962 -1.363 -1.931
*
```

Formula: C21H27FN4O2
Source: OMol25
Level of theory: ωB97M-V/def2-TZVPD

Properties
* relative energy (zero: lowest compared OMol25 entry of this formula, charge and spin): 52.7 kJ/mol
* gap between HOMO and LUMO: 9.488 eV
* SMILES string: Cc1n[nH]c(C)c1CN(C)C(=O)[C@H]1CCC(=O)N(CCc2cccc(F)c2)C1

```
! RIJCOSX wB97M-V def2-TZVPD def2/J DEFGRID3
* xyz 0 1
F 1.805 -4.185 -1.943
O -0.347 2.444 0.662
O 4.024 2.883 1.053
N -0.945 0.496 -0.270
N -5.372 -0.351 -0.135
N 2.783 1.201 0.184
N -5.252 0.976 -0.233
C -3.290 0.282 0.421
C 2.522 -2.626 -0.335
C 0.238 -3.168 1.143
C 0.896 1.780 -1.286
C -0.978 -0.501 -1.311
C -3.945 -2.243 0.495
C 2.999 3.201 -1.109
C 1.476 3.203 -1.274
C -4.193 -0.795 0.257
C -0.198 1.621 -0.225
C -1.858 0.216 0.835
C -4.016 1.413 0.093
C 2.310 -1.955 0.863
C 1.590 -3.549 -0.772
C 2.008 0.764 -0.949
C -3.637 2.847 0.065
C 2.712 0.485 1.436
C 3.292 -0.938 1.369
C 1.160 -2.240 1.595
C 0.442 -3.834 -0.055
C 3.345 2.439 0.151
H -0.527 -1.435 -0.962
H 2.665 0.651 -1.820
H -1.629 -0.784 1.218
H -0.261 -4.562 -0.427
H 3.482 2.740 -1.974
H 0.992 -1.735 2.535
H 3.293 1.083 2.142
H -2.627 2.973 0.444
H 1.671 0.451 1.778
H -3.715 -2.419 1.545
H 1.583 -0.211 -0.722
H -2.021 -0.699 -1.569
H 1.206 3.733 -2.188
H 0.492 1.552 -2.273
H -0.462 -0.177 -2.208
H 3.591 -1.221 2.381
H -0.644 -3.381 1.726
H -4.838 -2.803 0.232
H 3.372 4.220 -1.010
H -1.652 0.958 1.610
H -3.109 -2.600 -0.105
H -3.677 3.234 -0.954
H -4.320 3.435 0.677
H 4.185 -0.927 0.744
H 3.403 -2.441 -0.929
H -6.044 1.531 -0.514
H 1.039 3.741 -0.429
*
```